90
Properties=species:S:1:pos:R:3:forces:R:3 method="wB97M-V/def2-TZVPD" homo_energy_ev="-10.94 / -10.98" charge=+1 orbital_gap_ev="7.479 / 7.078" lumo_ev="-3.462 / -3.898" spin_multiplicity=2
Ru -0.84043 -0.30230 0.91289 0.60 -0.35 -0.56
S 1.57353 1.93249 1.54430 -0.09 0.04 -0.05
O 1.06534 -1.49527 -0.68689 0.02 0.06 0.44
O -2.70439 0.29068 -2.35409 0.08 -0.04 -0.02
O 0.54880 1.23893 0.63400 -0.02 -0.03 0.12
N -1.09163 1.71306 3.52005 -0.06 0.07 -0.05
N 0.51472 -0.94331 -2.88251 0.21 -0.05 0.09
N -0.76090 -0.52152 2.83004 0.02 0.11 0.19
N -0.81233 -0.33251 -1.19409 -0.42 0.11 0.17
N -0.75667 -2.88700 2.97316 0.00 -0.05 -0.04
N -1.88619 -2.08105 0.96881 0.06 0.27 -0.08
N -2.06084 1.24421 1.31910 -0.10 -0.08 0.16
C 2.56780 -0.61058 2.04916 0.00 0.01 0.01
C 2.79077 1.07032 3.78661 -0.03 0.02 0.00
C 0.89363 2.90626 -4.56596 0.00 -0.01 0.00
C -1.26883 -1.47217 -4.46745 0.04 -0.01 -0.02
C -1.84391 2.04554 2.39621 -0.01 -0.02 -0.01
C -1.15352 2.61718 -5.78425 0.01 0.01 0.00
C 3.19263 1.48915 -0.63549 0.02 0.07 -0.01
C -0.53043 -1.72460 3.45911 0.02 0.11 -0.05
C -0.67617 -0.41677 -3.54522 -0.07 0.04 -0.04
C 3.43964 0.14775 4.59612 -0.03 0.01 0.00
C -2.17743 -3.46543 -6.19287 0.00 0.00 0.00
C -0.07113 -1.41648 4.83011 0.03 -0.08 -0.03
C -3.32224 3.70606 1.46498 0.01 -0.01 -0.01
C 0.69873 -1.63346 7.05697 -0.01 0.02 -0.02
C -2.92252 -3.11044 -5.08096 0.00 0.00 0.00
C 4.19795 1.86594 -1.50872 -0.02 -0.03 0.00
C -0.03126 3.37805 -5.48421 -0.01 0.00 0.00
C 2.85825 2.35687 0.39776 0.02 -0.08 -0.05
C -2.69621 -4.68218 0.48415 0.00 0.03 0.00
C -0.19299 -0.04189 5.00570 0.02 0.08 -0.07
C 0.36279 -2.23825 5.84984 0.02 -0.02 0.04
C 4.85367 3.08219 -1.34234 0.01 0.00 -0.01
C 3.48967 3.57761 0.56958 -0.01 -0.01 0.01
C -0.41468 0.90778 -4.26033 0.03 -0.04 0.04
C 2.37413 0.68192 2.52180 0.02 -0.02 0.02
C -2.46142 3.29550 2.45649 0.01 0.03 0.04
C 4.50381 3.93642 -0.30879 -0.01 0.00 0.00
C -0.70899 0.51159 3.73583 0.06 -0.19 0.00
C -1.34600 1.38773 -5.17529 -0.01 -0.01 0.00
C -0.97614 -2.81710 -6.45084 0.00 -0.01 0.00
C -3.57414 2.84816 0.40266 0.00 -0.02 0.00
C 0.70057 1.67628 -3.95096 -0.01 0.01 -0.01
C 0.57145 -0.25627 7.23436 0.00 -0.01 -0.02
C 3.63446 -1.14699 4.14189 -0.01 -0.03 0.01
C -3.16064 -3.64082 -0.31654 0.00 0.04 0.00
C -1.48464 -3.07269 1.80315 0.02 0.03 -0.02
C -1.55230 -0.09878 -2.30672 0.05 0.11 -0.14
C 3.19449 -1.52697 2.87761 -0.01 -0.01 -0.02
C 0.10860 0.56204 6.20884 0.01 0.01 0.05
C 0.34663 -0.97331 -1.54313 -0.30 0.00 -0.13
C -2.92422 1.63718 0.36419 -0.05 -0.01 -0.02
C -2.47163 -2.11786 -4.21804 0.01 0.00 0.02
C -2.73469 -2.36573 -0.04345 -0.05 -0.06 0.06
C -1.87170 -4.39141 1.54373 -0.01 -0.04 0.04
C -0.53022 -1.82390 -5.59638 -0.01 0.01 0.00
H -2.24474 3.90147 3.32357 -0.02 0.01 -0.01
H -1.88012 2.98100 -6.49881 0.00 0.00 0.00
H -0.39307 -3.07866 -7.32395 0.00 0.00 0.00
H 0.82887 0.17876 8.19096 0.00 0.00 0.00
H 0.39254 -1.29833 -5.81856 0.00 0.00 0.00
H 0.43666 -3.30816 5.70872 0.00 0.00 0.01
H 1.76987 3.49498 -4.32639 0.01 0.00 0.01
H 4.47487 1.20725 -2.32125 0.01 0.01 -0.01
H 1.42188 1.31437 -3.22939 0.00 0.01 0.00
H -2.53338 -4.23645 -6.86311 0.00 0.00 0.00
H 2.23111 -0.89710 1.06073 -0.02 -0.02 -0.01
H 3.19076 4.24146 1.37152 0.00 0.00 0.00
H 2.60175 2.07852 4.13663 0.00 0.00 0.01
H -3.83165 -3.81465 -1.14486 0.00 0.00 0.00
H 2.66827 0.54964 -0.75887 -0.01 -0.01 0.02
H -0.01099 1.62904 6.34242 0.00 0.00 0.00
H 5.63994 3.36467 -2.02978 0.00 0.00 0.00
H -3.07715 -1.82974 -3.36992 0.00 0.00 0.00
H 4.12850 -1.87083 4.77683 0.00 0.00 0.00
H -3.86738 -3.60081 -4.88480 0.00 0.00 0.00
H 0.12048 4.33473 -5.96644 0.00 0.00 0.00
H -3.05927 -1.52426 -0.64014 0.03 0.00 -0.02
H 3.34652 -2.54118 2.53251 0.00 0.00 0.00
H 5.00917 4.88498 -0.19018 0.00 0.00 0.00
H 1.18131 -1.54390 -3.33874 -0.04 -0.03 -0.03
H 1.05233 -2.24097 7.87937 0.00 0.00 0.00
H -2.99491 -5.70303 0.28785 0.00 0.00 0.00
H -1.51334 -5.14970 2.22381 0.00 -0.01 -0.01
H -4.25011 3.10864 -0.39818 0.01 -0.01 -0.01
H 3.77226 0.43744 5.58365 0.00 0.00 0.00
H -3.79959 4.67505 1.52093 0.00 0.00 0.01
H -3.06023 0.95948 -0.46883 0.02 0.05 0.00
H -2.22174 0.79651 -5.41099 0.00 0.00 0.00

9
Properties=species:S:1:pos:R:3:forces:R:3 method="wB97M-V/def2-TZVPD" homo_energy_ev=-4.32 charge=-1 orbital_gap_ev=8.303 lumo_ev=3.981 spin_multiplicity=1
F 0.16509 2.26260 -1.98234 -0.06 -1.84 -0.13
F 0.34682 0.25337 -2.89252 -0.27 1.31 0.73
O -0.27429 -1.31241 -0.52633 -0.06 0.94 1.32
O 1.23983 -0.51825 2.21486 0.83 0.05 0.82
O -1.00711 -1.01500 2.34313 -0.44 -0.15 0.94
O -0.25865 0.55245 0.66353 -0.32 -0.78 -0.91
N -0.40133 -0.10314 -0.40262 0.47 1.22 -1.71
C -0.53245 1.09137 -2.25347 -0.01 0.01 -0.38
C 0.07446 -0.60368 2.15409 -0.15 -0.76 -0.68

17
Properties=species:S:1:pos:R:3:forces:R:3 method="wB97M-V/def2-TZVPD" homo_energy_ev=-13.12 charge=+1 orbital_gap_ev=5.574 lumo_ev=-7.541 spin_multiplicity=1
Pb 6.62331 2.00766 5.72721 -1.64 -0.13 -2.38
Br 5.00500 1.84913 3.35358 1.69 0.22 2.41
S 0.91920 1.52751 1.74588 -0.76 1.44 -0.20
O 1.45610 1.44363 0.23293 -0.47 0.16 -0.42
O 1.30702 2.82358 2.29773 0.48 -2.01 -0.20
O -0.49297 1.27615 1.67572 1.16 -0.52 0.03
C 3.63276 0.77246 -0.64326 -0.57 -0.12 0.53
C 1.77051 0.07144 2.47946 -0.53 0.71 -0.18
C 2.78266 1.92232 -0.08227 1.18 -0.73 1.17
H 3.13138 2.26545 0.89547 0.70 0.03 -0.20
H 3.27711 0.41152 -1.60749 0.03 0.37 -0.14
H 2.90108 2.79402 -0.72489 -1.18 0.00 -0.21
H 3.55906 -0.10191 0.00666 0.13 0.08 0.18
H 2.83497 0.25488 2.60791 -0.09 0.12 -0.14
H 1.59303 -0.76118 1.80214 -0.02 0.12 -0.09
H 1.30875 -0.15464 3.43866 -0.07 0.22 0.00
H 4.67951 1.06813 -0.70365 -0.03 0.06 -0.15

12
Properties=species:S:1:pos:R:3:forces:R:3 method="wB97M-V/def2-TZVPD" homo_energy_ev=-8.86 charge=0 orbital_gap_ev=9.879 lumo_ev=1.018 spin_multiplicity=1
N 0.01575 0.39857 1.96574 0.31 0.64 1.29
C 0.51128 -0.48187 -1.31682 1.43 3.37 -0.43
C -0.80193 -0.19927 -0.71986 0.75 -1.51 -0.84
C -1.09400 0.87580 -0.07961 -3.60 1.74 -0.12
C 0.98187 -0.04366 2.38947 -1.21 -0.09 -0.51
H -0.40197 1.66516 -0.16401 0.55 1.12 0.55
H -2.15973 1.06856 0.31469 2.06 -0.26 -0.41
H 0.52857 -0.25724 -2.40698 0.15 -0.24 0.63
H -1.44724 -1.01699 -0.76397 -1.40 -1.15 0.00
H 0.85713 -1.43035 -1.14566 0.47 -2.75 0.14
H 1.32060 0.13442 -0.80186 -0.96 -0.25 -0.85
H 1.68969 -0.71314 2.72886 1.44 -0.62 0.55

48
Properties=species:S:1:pos:R:3:forces:R:3 method="wB97M-V/def2-TZVPD" homo_energy_ev=-11.37 charge=+1 orbital_gap_ev=6.348 lumo_ev=-5.025 spin_multiplicity=1
Br -4.21341 -4.19059 -3.95606 -0.01 -0.02 -0.01
Br -4.06957 -3.41924 -0.68600 0.02 0.01 -0.02
Br -0.15696 -0.23367 -4.89485 -0.05 -0.04 0.03
Br -2.25370 -2.57990 -6.07440 0.00 0.00 -0.02
V -0.69454 0.10062 -0.00691 0.02 -0.03 -0.28
P -0.16784 -1.72853 2.43343 -0.01 -0.04 0.04
P 2.08030 -1.12502 0.42100 0.10 0.02 0.07
Si -0.13637 3.28014 -0.08856 0.00 -0.05 0.00
O -0.42375 -1.94297 3.85316 0.00 -0.01 -0.01
O 1.98930 -2.32706 -0.41878 -0.04 0.02 -0.01
O -0.56939 -0.00596 -1.78822 -0.04 0.02 0.10
O -2.03791 -1.09757 -0.29745 0.07 0.00 -0.10
O 3.54276 -0.52565 0.57588 -0.01 0.00 0.00
O -0.46071 -2.96275 1.46900 -0.01 0.02 0.00
O -0.77044 -0.47084 1.74778 0.02 0.04 0.16
O 1.16724 0.09565 0.12357 -0.08 -0.06 -0.02
N 2.17192 -3.01965 2.29932 0.03 -0.01 -0.02
C -1.34044 -0.89373 -2.44330 -0.06 0.01 0.00
C 0.72524 3.05356 -1.72096 0.01 0.02 0.01
C -1.45132 1.86519 0.10946 0.04 -0.09 -0.03
C 2.27298 -0.70343 3.22404 -0.01 0.00 0.00
C -3.05637 -2.85061 -3.34653 0.02 0.03 0.00
C -1.33888 -1.18359 -3.79457 0.12 0.08 -0.02
C 1.02966 3.20416 1.36383 0.00 0.02 -0.02
C -1.17417 4.82454 -0.04797 -0.01 0.00 0.00
C 1.66210 -1.59749 2.15261 -0.06 0.01 -0.04
C -2.18766 -1.54270 -1.56278 -0.03 0.05 0.13
C -3.04015 -2.54229 -1.98636 0.00 -0.02 0.03
C -2.21644 -2.16799 -4.24690 -0.03 -0.03 0.01
H -1.90177 1.86749 1.10927 0.00 0.00 0.00
H 1.75319 -3.47320 3.11772 0.00 0.00 0.00
H 1.97658 -1.03836 4.21778 0.00 0.00 0.00
H 4.10628 -0.68690 -0.19421 0.01 0.00 0.01
H 1.38957 3.90114 -1.90482 0.00 0.00 0.00
H -1.89018 4.84936 -0.87073 0.00 0.00 0.00
H 1.92568 -3.53712 1.44204 -0.01 0.00 0.00
H 0.48785 3.19021 2.31195 0.00 -0.01 0.00
H 1.90189 0.31379 3.09428 0.00 0.00 0.00
H 1.32730 2.14443 -1.74845 -0.01 0.00 0.00
H -1.39156 -3.13091 1.25409 0.00 0.00 -0.01
H 0.00899 3.00857 -2.54372 0.00 -0.01 0.00
H 3.18896 -3.03355 2.40141 0.00 0.00 0.01
H -1.72424 4.91838 0.88955 0.00 0.00 0.00
H 3.35915 -0.67317 3.13627 0.00 0.00 0.00
H 1.68354 2.33274 1.31445 0.00 -0.01 0.01
H -2.22223 1.94292 -0.66116 -0.01 0.03 0.01
H 1.66610 4.09208 1.36497 0.00 0.00 0.00
H -0.52660 5.69944 -0.14314 0.00 0.00 0.00

ΔE to the lowest compared entry with this formula, charge and spin readings, ordered: 0.430; 0.712; 1.583; 2.494; 0.026 eV